No. 1
DFT (ωB97M-V/def2-TZVPD) results for a cluster of 9 separate species, H19O9 in total at a distorted geometry.

CARTESIAN COORDINATES (ANGSTROEM)
H: 3.66799 -0.81880 -2.92244
O: -0.04099 -2.05107 -3.77018
O: 3.06183 -0.10258 -2.44120
H: -0.24837 2.92703 -2.37996
H: 1.01525 1.33729 2.52968
H: 0.64764 -1.47689 -3.52006
H: -0.86299 1.95987 -3.34980
O: -0.49074 2.14319 -2.53102
H: -2.32774 1.65986 0.00171
H: -0.01761 1.38668 0.10622
H: 0.87797 0.45004 4.79076
H: -0.70100 0.25898 4.74682
H: 0.90962 0.13313 0.17764
O: 0.11327 0.01802 4.48680
H: -2.42133 -1.67045 2.77463
H: -0.72870 -1.86516 -3.05351
H: -1.04457 -2.67033 2.95087
O: 0.73927 1.07130 -0.43968
H: 3.02096 0.73076 -2.71354
H: -1.84581 1.46589 -1.57436
H: -0.75426 -2.08023 0.82639
H: -0.70579 -1.24080 -0.35247
H: 0.76962 -0.16093 2.66119
O: 0.66532 0.60944 2.06078
O: -1.73024 -2.28808 2.34513
O: -1.77015 1.14461 -0.65395
O: -0.01657 -1.56394 0.44520
H: 0.21813 0.69317 -1.20167

Forces on atoms 1 to 6 (eV/Å):
H -1.940 3.373 1.191
O -2.920 -0.361 1.301
O 1.097 -8.434 1.467
H 2.818 9.881 1.167
H 0.627 1.199 0.857
H 1.756 1.068 0.328

## Properties
LUMO level = -3.23 eV
Kohn-Sham gap = 0.401 Ha
Charge = +1
Relative energy (zero: lowest compared OMol25 entry of this formula, charge and spin) = 540.4 kJ/mol
Total energy = -18726.084 eV

---

No. 2
DFT (ωB97M-V/def2-TZVPD) results for a structure of composition C32H38HfN3P2SSi2 at a distorted geometry.

CARTESIAN COORDINATES (ANGSTROEM)
C: 1.19310 1.23810 -4.41870
C: -0.38160 0.39130 2.70960
N: -0.53020 0.65930 1.54840
H: 4.27560 1.06970 -3.22770
Si: -1.74030 -2.68170 -0.79720
P: 0.79910 1.40510 -2.66240
H: 2.45180 -0.45670 -4.14200
C: -2.87310 -3.42930 -2.13050
H: 2.37070 3.67430 -3.87070
C: -5.96100 0.61110 -1.37760
H: 2.86070 -0.75300 -6.57660
H: -2.44180 -3.31730 -3.12060
C: 3.72090 -1.59620 -0.98990
H: 4.65530 -1.66650 -0.44550
H: 0.59870 -3.14950 0.05750
Si: 3.20190 0.23530 -1.12990
C: 0.59280 2.10490 -5.32770
C: -5.70970 0.01110 -2.59980
C: 1.04340 3.34910 -0.77540
H: 3.07720 5.82740 -2.90130
H: 1.79200 0.77570 -8.19190
C: 1.62380 0.90230 -7.13220
H: 2.98840 -2.20240 -0.46230
N: 1.56580 0.26600 -1.73880
C: -0.26430 -2.39720 -5.60530
H: 1.19920 4.78780 0.79690
H: -5.11020 1.40470 0.42170
Hf: -0.00590 0.25980 -0.36900
H: -0.11430 -2.37530 -3.45570
H: 3.88370 -2.05940 -1.95620
H: 0.37990 -3.25450 -5.72790
H: -0.03850 2.90390 -4.96370
H: -6.97800 0.81380 -1.08040
C: 2.96860 0.90160 0.67100
C: 2.00420 0.20540 -4.86850
C: 2.51440 5.13090 -2.29990
H: -4.20680 -0.74360 -3.93540
C: -0.81520 -1.77300 -6.71310
H: 2.51550 6.37700 -0.56120
C: -2.68950 -2.23500 0.80470
C: 0.80960 1.93180 -6.68310
H: -0.46050 -4.52840 0.33200
C: 2.22380 0.04420 -6.22480
C: -1.37050 -0.81690 -4.17960
C: -0.20450 -3.75080 -0.37920
H: -2.52920 0.69860 -5.15490
H: -2.75890 0.95450 -0.27870
H: -2.03030 -0.16340 -7.42140
C: 1.45570 4.54780 -0.22380
P: -1.60600 -0.15810 -2.51580
H: 3.77730 0.58100 1.32330
H: 2.94630 1.98990 0.71760
C: -1.90350 -0.17220 -5.28980
C: -4.40920 -0.25940 -2.99090
H: 2.03180 0.52090 1.11630
H: -3.61500 -1.70670 0.59170
H: -3.83820 -2.93210 -2.13940
N: -0.99380 -1.21120 -1.39750
C: -3.35950 0.09000 -2.15610
C: 4.42220 1.25770 -2.16830
C: -0.53450 -1.91450 -4.33890
C: -3.60880 0.69090 -0.92380
H: -0.60580 -2.15000 -7.70250
C: 2.11240 3.92540 -2.85240
H: -2.95290 -3.13430 1.35140
H: 5.44360 0.98810 -1.92600
H: -6.52340 -0.25140 -3.25630
C: 2.19420 5.43980 -0.98860
C: -4.91050 0.94680 -0.53430
C: 1.37140 3.03250 -2.09270
S: -0.19080 0.07850 4.22310
H: -2.10160 -1.60450 1.47330
H: 4.31360 2.32650 -2.01030
C: -1.62300 -0.65780 -6.55440
H: 0.20480 -4.24790 -1.25430
H: 0.34240 2.59600 -7.39500
H: 0.43190 2.63820 -0.18590
C: -0.87910 1.40520 -2.10390
H: -3.04840 -4.48530 -1.96200

Forces on atoms 1 to 6 (eV/Å):
C -0.283 -0.110 0.306
C -0.089 0.285 0.197
N -0.111 0.027 0.894
H -0.038 -0.094 -0.207
Si -0.056 -0.741 0.580
P -0.375 0.964 0.104

## Properties
LUMO level = -2.84 eV
Kohn-Sham gap = 0.307 Ha
Charge = +1
Relative energy (zero: lowest compared OMol25 entry of this formula, charge and spin) = 22.8 kJ/mol
Total energy = -84746.197 eV

---

No. 3
DFT (ωB97M-V/def2-TZVPD) results for a cluster of 5 separate species, C12H26Cl3N3O7S in total at a distorted geometry.

CARTESIAN COORDINATES (ANGSTROEM)
H: 6.37641 14.84336 11.62239
H: 12.30065 12.24028 15.88027
O: 14.55441 15.31231 14.46827
O: 7.51433 15.22349 9.13059
Cl: 14.56433 12.16831 10.89946
C: 7.22238 15.32687 12.00140
C: 7.10459 12.15009 16.81639
C: 8.43371 14.93530 9.89167
H: 6.71303 12.26808 15.83052
H: 15.02032 18.13163 12.43893
H: 17.31658 14.31674 13.39982
C: 10.18301 10.31278 15.74119
Cl: 15.91549 11.95647 13.46585
H: 13.85726 16.85321 12.45082
O: 12.42381 12.32191 13.87037
H: 7.01042 13.10461 17.30820
C: 11.71542 14.26130 15.19852
O: 10.29401 12.17482 12.61511
H: 9.46315 13.41124 8.84095
H: 12.19397 15.20521 14.98988
H: 14.67010 17.01828 11.01491
H: 10.23970 14.90139 8.47363
C: 15.67908 11.19777 11.89629
H: 8.08977 10.16366 15.69682
O: 10.70232 13.93463 14.19419
Cl: 17.18709 11.09515 11.04344
C: 12.62786 12.98067 15.13808
N: 8.87588 10.59977 16.17156
C: 9.69340 14.35213 9.25358
O: 11.83871 13.95698 12.00960
H: 13.72612 13.23508 15.13641
H: 10.46902 10.89648 14.88928
C: 16.76935 14.69946 14.22112
H: 7.53447 15.15930 12.99986
H: 6.72390 11.30877 17.38662
H: 10.96686 10.64405 16.51426
H: 7.02646 16.40604 11.96304
H: 17.38499 15.52378 14.66390
H: 10.32733 9.25376 15.53273
N: 8.43748 14.98027 11.25334
H: 9.22693 14.66722 11.78792
O: 9.51168 12.73671 16.69412
C: 15.54628 15.41082 13.82170
H: 16.72162 16.14106 12.37219
H: 10.48297 14.15092 10.00567
H: 15.26910 10.22710 12.11274
C: 14.82300 17.04757 12.09983
N: 15.76255 16.19782 12.73904
S: 11.29675 13.11837 13.01382
H: 11.19452 14.27760 16.15051
C: 8.61154 11.91521 16.61022
H: 16.65406 13.90910 14.97348

Forces on atoms 1 to 6 (eV/Å):
H -1.197 -1.095 -0.186
H 0.374 0.491 0.005
O -2.815 0.306 0.941
O -0.138 0.252 1.461
Cl -0.103 -0.351 0.387
C 2.220 1.759 -0.477

## Properties
LUMO level = 0.47 eV
Kohn-Sham gap = 0.351 Ha
SMILES = O=S1(=O)OCCO1.ClC(Cl)Cl.CNC(C)=O.CNC(C)=O.CNC(C)=O
Charge = 0
Total energy = -80070.348 eV

---

No. 4
DFT (ωB97M-V/def2-TZVPD) results for a cluster of 2 separate species, C4H7N3O3 in total at a distorted geometry.

CARTESIAN COORDINATES (ANGSTROEM)
O: -0.03439 -3.79606 0.10719
H: -0.33972 1.59204 1.50936
H: -0.66341 3.86025 -0.13566
H: -0.72385 -1.55054 2.00382
O: 1.11697 -2.48226 1.51849
H: 0.43504 -1.12993 -1.46150
C: -0.21688 1.90868 -0.69723
O: -1.00248 -2.32303 1.44466
C: -0.11573 1.21104 0.50240
C: -0.07453 0.93197 -1.65485
H: 1.99585 -2.83299 1.37676
H: -0.35108 0.79942 -2.68838
N: -0.51978 3.27774 -0.87409
N: 0.08962 -0.23542 -0.93868
C: 0.01664 -2.97192 0.96424
N: 0.11582 -0.07672 0.39521
H: 0.27191 3.81773 -1.37173

Forces on atoms 1 to 6 (eV/Å):
O -0.124 -0.781 -0.476
H 0.453 0.073 -0.564
H -0.842 0.989 3.132
H -0.046 -1.049 -0.964
O 1.019 0.979 1.610
H -1.043 2.093 1.964

## Properties
LUMO level = 0.63 eV
Kohn-Sham gap = 0.339 Ha
SMILES = Nc1cn[nH]c1.O=C(O)O
Charge = 0
Relative energy (zero: lowest compared OMol25 entry of this formula, charge and spin) = 152.0 kJ/mol
Total energy = -14873.334 eV

---

No. 5
DFT (ωB97M-V/def2-TZVPD) results for a structure of composition C2H3AgLiO at a distorted geometry.

CARTESIAN COORDINATES (ANGSTROEM)
O: 1.64865 0.80968 -0.02425
C: -1.94742 -0.89951 0.45257
H: -2.74043 -1.51778 -0.02202
H: 1.50088 0.58186 -1.98333
H: -2.51862 -0.43812 1.28681
Ag: 0.06236 0.17530 1.50267
Li: -0.29069 -1.44533 -0.65793
C: 0.99940 0.33575 -0.98962

Forces on atoms 1 to 6 (eV/Å):
O -0.471 0.198 0.104
C -0.014 0.150 1.358
H 0.571 0.101 -0.056
H -0.092 0.421 0.307
H 0.121 -0.047 -0.409
Ag -0.672 -0.423 -0.740

## Properties
LUMO level (alpha / beta) = -0.53 / -0.64 eV
Kohn-Sham gap (alpha / beta) = 0.240 / 0.237 Ha
Spin multiplicity = 2
Charge = 0
Relative energy (zero: lowest compared OMol25 entry of this formula, charge and spin) = 0.0 kJ/mol
Total energy = -8368.708 eV

---

No. 6
DFT (ωB97M-V/def2-TZVPD) results for the molecule C10H11N3O2 at a distorted geometry.

CARTESIAN COORDINATES (ANGSTROEM)
H: -0.69050 2.30965 -0.50366
O: 0.03639 2.68973 0.62243
H: -4.74526 -0.55240 -0.24092
C: -1.02242 -0.41430 0.32486
H: -1.90426 1.92049 -1.76208
H: 3.85992 -0.89666 -1.31849
H: 3.64156 -1.67112 0.81062
H: 3.31235 0.88107 0.69084
C: 2.66055 -1.36841 0.50212
N: -1.75889 0.48329 -0.41532
C: 2.89820 -0.74025 -0.89438
C: 1.13727 2.19909 0.60627
N: 0.29116 -0.26119 0.32033
C: 2.55471 0.10834 0.28786
O: 2.21027 2.78455 0.65727
C: -3.70181 -0.56030 -0.05594
H: -3.56003 -2.39488 1.32380
H: -0.21614 1.03302 -1.70419
H: 2.10116 -0.86446 -1.57708
H: 1.91764 -2.16070 0.45143
N: -3.03771 0.37726 -0.64255
H: -1.18126 -2.03138 1.60782
C: -1.10895 1.46672 -1.20964
C: -1.77026 -1.41048 0.93045
C: -3.12370 -1.51351 0.80023
C: 1.20001 0.58683 0.38791

Forces on atoms 1 to 6 (eV/Å):
H -0.681 -1.466 -0.871
O -2.802 1.651 1.662
H -0.815 -0.017 -0.243
C -0.776 2.974 -1.193
H 0.021 -0.087 -1.105
H 0.738 0.642 -0.085

## Properties
LUMO level = -0.98 eV
Kohn-Sham gap = 0.275 Ha
Charge = 0
Relative energy (zero: lowest compared OMol25 entry of this formula, charge and spin) = 496.7 kJ/mol
Total energy = -19108.900 eV